Formula: C29H35O5Os
Source: OMol25
Level of theory: ωB97M-V/def2-TZVPD

Last column: Löwdin charge in e.
Element x y z (Å)
C (1.051, 2.526, -2.512)  -0.2343
C (-0.084, 1.876, -1.678)  -0.0807
C (2.367, 2.117, -1.844)  -0.0487
C (2.084, 1.564, -0.401)  -0.1934
H (3.014, 2.995, -1.793)  0.1175
H (2.830, 1.355, -2.471)  0.1201
C (0.424, 1.827, -0.256)  -0.1616
H (-0.319, 0.861, -2.043)  0.1299
H (-0.991, 2.483, -1.785)  0.1335
C (-0.656, 1.357, 0.808)  -0.2403
H (0.515, 2.881, 0.062)  0.1298
H (2.568, 2.272, 0.297)  0.1348
C (2.754, 0.301, -0.175)  -0.3007
C (0.960, 2.162, -4.000)  -0.4070
C (0.996, 4.060, -2.635)  -0.4356
O (1.978, 4.768, -2.469)  0.0875
O (0.394, 1.158, -4.410)  0.1134
O (1.557, 3.045, -4.824)  -0.0303
O (-0.174, 4.594, -3.013)  -0.0126
C (0.008, 5.983, -3.313)  -0.0411
H (-0.969, 6.353, -3.606)  0.0927
H (0.733, 6.064, -4.128)  0.0997
H (0.392, 6.503, -2.432)  0.0978
C (1.511, 2.694, -6.210)  -0.0341
H (1.916, 1.692, -6.369)  0.0971
H (2.119, 3.439, -6.715)  0.0916
H (0.482, 2.720, -6.581)  0.1006
O (-1.446, 0.153, 0.677)  -0.4520
H (-1.421, 2.169, 0.775)  0.1074
H (-0.182, 1.385, 1.820)  0.1076
C (3.361, 0.011, 1.154)  -0.0802
C (2.537, -0.809, -1.136)  -0.0637
H (3.476, -1.087, -1.635)  0.0822
H (1.813, -0.566, -1.928)  0.0775
H (2.200, -1.711, -0.595)  0.0799
H (3.590, -1.056, 1.275)  0.0676
H (2.734, 0.299, 2.012)  0.0790
H (4.318, 0.550, 1.277)  0.0801
Os (-2.169, -1.292, 1.833)  0.9472
C (-2.612, -1.637, 3.897)  -0.2148
C (-2.018, -0.357, 3.743)  -0.2139
C (-2.871, 0.418, 2.913)  -0.1858
H (-1.075, -0.048, 4.174)  0.1120
C (-3.948, -0.405, 2.509)  -0.2060
C (-3.801, -1.686, 3.130)  -0.2082
H (-4.474, -2.535, 3.051)  0.0870
H (-2.218, -2.421, 4.523)  0.1026
H (-2.720, 1.451, 2.622)  0.1112
H (-4.737, -0.087, 1.851)  0.0891
C (-1.361, -3.379, 0.193)  -0.1503
C (-2.535, -3.362, 1.026)  -0.2535
C (-3.426, -2.355, 0.509)  -0.2878
H (-2.810, -4.121, 1.752)  0.0939
C (-2.697, -1.635, -0.491)  -0.1843
C (-1.476, -2.338, -0.742)  -0.1312
H (-0.785, -2.109, -1.550)  0.0950
H (-0.563, -4.122, 0.218)  0.1067
H (-4.495, -2.300, 0.673)  0.1077
H (-3.085, -0.798, -1.065)  0.1104
C (1.453, -4.769, 3.687)  -0.1190
C (0.081, -5.009, 3.828)  -0.0977
C (-0.824, -4.050, 3.354)  -0.1711
C (-0.372, -2.921, 2.715)  -0.1593
C (0.962, -2.659, 2.541)  -0.1190
C (1.890, -3.601, 3.043)  -0.1011
H (2.170, -5.496, 4.084)  0.0914
H (-0.310, -5.916, 4.300)  0.0960
H (-1.884, -4.263, 3.509)  0.0823
H (1.306, -1.759, 2.035)  0.0722
H (2.962, -3.427, 2.935)  0.0872

Properties
- 2S+1: 5
- Total charge: -1
- Energy: -1592.60142 a.u.
- HOMO (spin up / spin down): 0.28 / -4.53 eV
- Orbital gap (spin up / spin down): 0.95 / 6.64 eV